Record 1
Formula: C6H16N
Source: the OMol25 dataset
Level of theory: the ωB97M-V functional and the def2-TZVPD basis

Cartesian coordinates (Å):
N: -1.491 -0.952 1.548
C: 2.153 -0.258 -0.515
C: -2.840 -0.212 -0.231
C: 1.520 2.077 0.489
C: 1.068 0.498 0.316
C: -1.587 0.158 0.626
C: -0.302 0.354 -0.240
H: -1.436 -1.828 0.990
H: -0.553 -0.961 2.004
H: 0.903 2.550 1.406
H: 1.077 -0.055 1.254
H: 1.847 -1.289 -0.590
H: -0.636 0.952 -1.106
H: -3.108 0.569 -1.003
H: 1.677 -3.135 -2.223
H: -2.690 -1.248 -0.763
H: -3.812 -0.316 0.404
H: 0.991 -2.798 -2.203
H: 2.597 2.184 0.685
H: 3.116 -0.096 -0.099
H: 2.065 0.163 -1.498
H: 1.287 2.619 -0.419
H: -1.845 1.023 1.167

Summary:
- F_max: 5.2 eV Å⁻¹
- Kohn-Sham gap: 7.00 eV
- Net charge: +1
- LUMO level: -0.272 Eh

---

Record 2
Formula: C6H16N
Source: the OMol25 dataset
Level of theory: the ωB97M-V functional and the def2-TZVPD basis

Cartesian coordinates (Å):
N: 0.290 -1.403 -0.320
C: 0.324 1.890 0.955
C: -1.914 -1.227 -1.466
C: -0.493 -1.669 -1.561
C: 0.153 -2.189 -2.581
C: 1.670 2.435 1.425
C: -0.236 0.839 1.906
H: 0.429 1.484 -0.060
H: 0.458 0.021 2.128
H: -0.529 1.252 2.868
H: -1.984 -0.150 -1.302
H: 1.181 -2.516 -2.517
H: 1.552 2.909 2.396
H: 1.291 -1.382 -0.526
H: -2.403 -1.729 -0.627
H: -0.372 -2.359 -3.507
H: -2.446 -1.480 -2.378
H: -0.398 2.701 0.862
H: -1.165 0.400 1.519
H: 0.031 -0.496 0.095
H: 2.374 1.612 1.555
H: 0.086 -2.077 0.423
H: 2.101 3.134 0.714

Summary:
- F_max: 0.5 eV Å⁻¹
- Kohn-Sham gap: 11.60 eV
- Net charge: +1
- LUMO level: -0.125 Eh

---

Record 3
Formula: C6H16N
Source: the OMol25 dataset
Level of theory: the ωB97M-V functional and the def2-TZVPD basis

Cartesian coordinates (Å):
N: -3.561 -2.972 0.541
C: 1.290 0.879 0.260
C: -0.758 2.262 -0.135
C: 1.241 0.420 -1.142
C: 0.182 1.562 0.847
C: 0.113 -0.478 1.572
C: 2.476 -0.393 -1.433
H: 2.423 -1.391 -1.085
H: 2.727 -0.281 -2.509
H: 1.249 1.247 -1.842
H: -1.640 1.547 -0.244
H: 3.262 0.103 -0.895
H: -3.779 -3.125 -0.515
H: -2.623 -3.347 0.580
H: 2.169 0.748 0.952
H: -0.958 -0.320 1.212
H: -0.305 2.323 -1.214
H: 0.520 -1.342 1.058
H: 0.312 -0.223 2.646
H: -0.233 1.676 1.842
H: 0.273 -0.147 -1.247
H: -1.062 3.270 0.141
H: -3.318 -2.018 0.612

Summary:
- F_max: 4.7 eV Å⁻¹
- Kohn-Sham gap: 8.18 eV
- Net charge: +1
- LUMO level: -0.187 Eh

---

Record 4
Formula: C6H16N2
Source: the OMol25 dataset
Level of theory: the ωB97M-V functional and the def2-TZVPD basis

Cartesian coordinates (Å):
N: 2.490 2.153 -0.271
N: 0.042 -1.065 0.303
C: -2.190 -0.025 0.895
C: 1.914 -0.202 -1.055
C: -3.132 -0.346 2.029
C: 2.085 1.259 -1.401
C: -1.398 -1.275 0.403
C: 0.458 -0.735 -1.092
H: -4.003 -0.917 1.662
H: 2.221 -0.480 -0.039
H: -3.654 0.535 2.412
H: -1.664 -2.108 1.073
H: 1.222 1.781 -1.850
H: 2.531 -0.775 -1.759
H: 2.856 1.543 0.453
H: -1.510 0.798 1.137
H: -0.278 -0.049 -1.512
H: -2.716 -0.971 2.823
H: -1.823 -1.631 -0.554
H: 0.433 -1.694 -1.615
H: 0.267 -0.262 0.881
H: 1.651 2.563 0.146
H: 2.867 1.422 -2.149
H: -2.725 0.329 0.010

Summary:
- <S²>: 0.75
- Spin multiplicity: 2
- F_max: 2.2 eV Å⁻¹
- Kohn-Sham gap (alpha / beta): 2.66 / 9.20 eV
- Net charge: -1
- LUMO level (alpha / beta): 0.149 / 0.144 Eh

---

Record 5
Formula: C6H16N2O
Source: the OMol25 dataset
Level of theory: the ωB97M-V functional and the def2-TZVPD basis

Cartesian coordinates (Å):
O: 1.638 0.495 -0.745
N: -0.669 1.727 -0.506
N: 0.014 2.881 -0.940
C: -0.135 -0.436 -1.981
C: -1.640 -0.778 0.647
C: 0.331 0.232 1.876
C: 0.309 0.144 -0.664
C: -0.177 -0.401 0.593
C: 0.829 -2.017 0.469
H: -1.004 0.096 -2.361
H: 0.082 -0.417 2.715
H: -1.081 1.995 0.386
H: 1.717 -2.066 1.096
H: -2.270 -0.190 -0.014
H: 0.223 2.784 -1.929
H: 0.647 -0.345 -2.732
H: 1.921 0.889 0.089
H: 0.891 3.028 -0.430
H: -0.133 1.201 2.062
H: -0.413 -1.482 -1.909
H: 0.170 -2.788 0.862
H: -2.053 -0.680 1.651
H: 1.192 -2.419 -0.474
H: 1.414 0.365 1.882
H: -1.803 -1.816 0.358

Summary:
- F_max: 5.6 eV Å⁻¹
- Kohn-Sham gap: 8.19 eV
- LUMO level: 0.025 Eh

---

Record 6
Formula: C6H16N2O
Source: the OMol25 dataset
Level of theory: the ωB97M-V functional and the def2-TZVPD basis

Cartesian coordinates (Å):
O: -2.389 -0.708 -0.817
N: 0.530 -1.551 1.088
N: 0.336 -0.873 -0.139
C: 0.177 0.629 0.067
C: -1.143 0.824 0.813
C: 1.328 1.219 0.894
C: 1.289 -1.302 -1.143
C: 0.126 1.354 -1.281
C: -2.247 -0.303 0.516
H: 1.376 0.762 1.880
H: 2.324 -1.016 -0.904
H: -2.032 -1.156 1.169
H: 1.008 -0.909 -2.116
H: 2.279 1.080 0.384
H: -1.562 1.797 0.554
H: -0.664 0.951 -1.908
H: 1.161 2.282 1.051
H: -3.210 0.126 0.803
H: -1.561 -1.157 -1.042
H: 1.518 -1.680 1.320
H: -0.081 2.408 -1.111
H: 1.234 -2.391 -1.227
H: -0.988 0.785 1.890
H: 0.108 -2.475 1.056
H: 1.083 1.302 -1.797

Summary:
- F_max: 1.8 eV Å⁻¹
- Kohn-Sham gap: 9.73 eV
- LUMO level: 0.030 Eh
- Structure (SMILES): CN(N)C(C)(C)CCO

---

Record-wise relative energy (zero: lowest compared OMol25 entry of this formula, charge and spin) values, in kJ/mol: 490.61, 90.76, 450.63, 93.25, 408.49, 192.78